[1]
Below is a structure of composition C26H74Br6N12O4P4 in a non-equilibrium geometry, with properties calculated with the ωB97M-V functional and the def2-TZVPD basis.

```
! RIJCOSX wB97M-V def2-TZVPD def2/J DEFGRID3
* xyz -1 2
C -0.49 0.14 -1.23
Br 1.12 -0.99 -1.46
Br -1.03 0.90 -2.98
Br -0.18 1.64 0.02
H -1.42 -0.35 -0.94
C -5.01 0.80 -1.25
Br -5.28 2.52 -2.05
Br -4.44 -0.66 -2.56
Br -6.60 0.29 -0.18
H -4.11 0.91 -0.64
O 4.09 -0.41 0.57
P 4.69 -0.21 1.93
N 6.38 0.24 2.00
C 6.72 1.49 1.34
C 7.51 -0.75 1.92
N 4.48 -1.48 2.92
C 5.08 -1.59 4.29
C 3.37 -2.39 2.78
N 3.95 1.05 2.91
C 4.62 1.74 4.00
C 2.48 1.30 2.73
H 5.85 2.06 1.01
H 7.28 1.22 0.44
H 7.41 2.11 1.90
H 8.00 -0.93 0.96
H 7.17 -1.75 2.21
H 8.33 -0.59 2.62
H 6.02 -1.04 4.34
H 4.36 -1.19 5.00
H 5.47 -2.61 4.38
H 2.58 -1.97 2.16
H 3.75 -3.40 2.60
H 2.90 -2.45 3.76
H 5.63 1.31 4.05
H 4.73 2.82 3.91
H 4.04 1.59 4.91
H 2.15 2.14 3.35
H 1.91 0.37 2.87
H 2.22 1.53 1.70
O -3.31 0.62 1.44
P -2.84 -0.13 2.64
N -2.38 0.94 3.88
C -1.30 2.04 3.72
C -3.19 0.91 5.11
N -1.48 -1.16 2.49
C -0.52 -1.23 3.60
C -1.44 -2.26 1.52
N -4.07 -1.30 3.25
C -3.72 -2.31 4.22
C -5.26 -1.63 2.35
H -0.35 1.54 3.92
H -1.43 2.82 4.47
H -1.43 2.55 2.77
H -2.75 0.16 5.77
H -4.21 0.60 4.89
H -3.05 1.85 5.65
H -1.08 -1.30 4.53
H 0.16 -2.06 3.40
H 0.09 -0.32 3.61
H -1.79 -1.82 0.59
H -0.40 -2.49 1.30
H -2.13 -3.03 1.87
H -4.66 -2.78 4.51
H -3.08 -3.08 3.79
H -3.43 -1.87 5.18
H -6.02 -2.24 2.83
H -5.02 -2.27 1.50
H -5.76 -0.71 2.04
O 0.38 6.90 -4.58
P -0.92 6.48 -3.94
N -1.39 4.91 -4.34
C -0.40 4.07 -5.06
C -2.22 4.12 -3.45
N -2.28 7.63 -4.14
C -3.63 7.31 -4.62
C -2.08 9.03 -3.93
N -0.63 6.42 -2.30
C 0.66 5.78 -1.84
C -1.55 6.75 -1.25
H 0.00 3.27 -4.43
H 0.38 4.70 -5.50
H -0.99 3.60 -5.85
H -3.21 4.54 -3.31
H -1.81 3.96 -2.45
H -2.17 3.06 -3.73
H -4.21 7.28 -3.70
H -3.96 8.01 -5.39
H -3.56 6.27 -4.93
H -1.88 9.16 -2.86
H -1.22 9.35 -4.51
H -2.93 9.68 -4.15
H 1.28 6.28 -1.09
H 0.35 4.80 -1.48
H 1.45 5.69 -2.57
H -1.10 6.80 -0.26
H -2.34 6.01 -1.09
H -2.12 7.66 -1.46
O -1.27 -4.79 -0.51
P -0.51 -5.38 -1.68
N -0.88 -4.85 -3.29
C -1.79 -5.62 -4.17
C -0.85 -3.46 -3.63
N -0.50 -7.06 -1.79
C 0.43 -7.69 -2.74
C -0.82 -7.84 -0.58
N 1.13 -4.91 -1.51
C 2.10 -4.89 -2.60
C 1.72 -4.53 -0.24
H -2.80 -5.20 -4.08
H -1.83 -6.69 -4.00
H -1.42 -5.42 -5.18
H -1.16 -2.95 -2.72
H -1.60 -3.23 -4.39
H 0.14 -3.07 -3.89
H 0.36 -7.15 -3.69
H 1.44 -7.66 -2.34
H -0.03 -8.67 -2.87
H 0.10 -8.08 -0.06
H -1.34 -7.36 0.24
H -1.10 -8.85 -0.88
H 2.61 -3.92 -2.63
H 2.88 -5.63 -2.41
H 1.72 -4.99 -3.62
H 2.65 -5.04 -0.01
H 0.96 -4.56 0.55
H 1.92 -3.46 -0.24
*
```

Calculated values
<S²> = 0.75
highest occupied orbital energy (alpha / beta) = -0.031 / -0.195 Eh
largest force on an atom = 3.11 eV/A
LUMO energy (alpha / beta) = 0.0675 / 0.0675 hartree
orbital gap (alpha / beta) = 0.099 / 0.263 hartree

These are the Mulliken partial charges, in e, on atoms 1 to 6: -0.046, 0.127, 0.081, 0.015, -0.034, 0.612

[2]
Below is a cluster of 2 separate species, C26H28NO in total in a non-equilibrium geometry, with properties calculated with the ωB97M-V functional and the def2-TZVPD basis.

```
! RIJCOSX wB97M-V def2-TZVPD def2/J DEFGRID3
* xyz 1 1
C 4.26 -3.35 1.68
C 2.97 -3.59 2.14
C 1.96 -2.63 1.98
C 2.24 -1.39 1.37
C 1.20 -0.37 1.18
C -0.12 -0.78 0.96
C -1.25 0.01 0.72
C -2.60 -0.47 0.99
C -3.65 0.46 1.21
C -4.95 0.02 1.46
C -5.24 -1.35 1.51
C -4.21 -2.28 1.31
C -2.90 -1.85 1.06
C 1.58 1.04 1.26
C 0.94 2.03 0.49
C 1.21 3.38 0.68
C 2.22 3.78 1.57
C 2.93 2.80 2.28
C 2.60 1.46 2.15
C 3.56 -1.16 0.90
C 4.56 -2.13 1.04
H 5.05 -4.10 1.80
H 2.73 -4.53 2.64
H 0.96 -2.83 2.35
H -0.28 -1.87 0.94
H -1.18 1.09 0.74
H -3.42 1.52 1.19
H -5.74 0.76 1.62
H -6.25 -1.69 1.71
H -4.42 -3.35 1.37
H -2.11 -2.59 0.91
H 0.23 1.72 -0.28
H 0.63 4.12 0.13
H 2.45 4.83 1.70
H 3.74 3.09 2.96
H 3.13 0.71 2.74
H 3.80 -0.22 0.41
H 5.56 -1.93 0.66
O 1.91 0.50 -1.77
C 1.19 1.10 -2.83
C -0.14 0.39 -2.93
C -1.03 0.96 -4.03
C -2.46 0.71 -3.54
C -2.35 0.34 -2.06
N -0.93 0.41 -1.67
H 2.76 0.96 -1.68
H 1.04 2.18 -2.66
H 1.72 0.93 -3.79
H 0.08 -0.68 -3.14
H -0.84 2.03 -4.13
H -0.80 0.47 -4.99
H -3.08 1.59 -3.68
H -2.91 -0.12 -4.10
H -2.95 1.02 -1.44
H -2.74 -0.68 -1.87
H -0.65 -0.46 -1.22
*
```

Calculated values
highest occupied orbital energy = -0.427 Eh
largest force on an atom = 3.04 eV/A
LUMO energy = -0.1888 hartree
orbital gap = 0.238 hartree

These are the natural (NBO) partial charges, in e, on atoms 1 to 6: -0.150, -0.213, -0.173, -0.055, 0.253, -0.365

[3]
Below is an isolated molecule of C7H15N in a non-equilibrium geometry, with properties calculated with the ωB97M-V functional and the def2-TZVPD basis.

```
! RIJCOSX wB97M-V def2-TZVPD def2/J DEFGRID3
* xyz 0 1
C 2.23 0.95 -1.55
C 0.80 1.43 -1.64
C -0.21 0.40 -1.07
N 0.27 -0.17 0.19
C -0.12 -1.56 0.36
C -1.54 -1.54 0.97
C -1.48 -0.30 1.85
C -0.26 0.52 1.38
H 2.55 0.80 -0.52
H 2.95 1.66 -1.93
H 2.24 -0.07 -1.97
H 0.63 1.69 -2.68
H 0.68 2.34 -1.03
H -0.27 -0.38 -1.85
H -1.26 0.70 -0.97
H 0.54 -2.04 1.10
H -0.08 -2.19 -0.52
H -1.75 -2.46 1.50
H -2.27 -1.38 0.17
H -1.32 -0.57 2.91
H -2.43 0.22 2.00
H -0.43 1.57 1.17
H 0.52 0.38 2.13
*
```

Calculated values
highest occupied orbital energy = -0.309 Eh
largest force on an atom = 1.75 eV/A
LUMO energy = 0.0396 hartree
SMILES = CCCN1CCCC1
orbital gap = 0.349 hartree

These are the natural (NBO) partial charges, in e, on atoms 1 to 6: -0.610, -0.403, -0.224, -0.448, -0.215, -0.426

[4]
Below is a structure of composition C27H22N3O5S2W in a non-equilibrium geometry, with properties calculated with the ωB97M-V functional and the def2-TZVPD basis.

```
! RIJCOSX wB97M-V def2-TZVPD def2/J DEFGRID3
* xyz 1 1
W 0.09 -0.05 0.50
O 3.86 -1.75 0.86
C 2.78 -1.32 1.12
O 2.01 -0.63 0.29
C 2.09 -1.48 2.45
C 2.63 -2.06 3.58
C 1.87 -2.02 4.75
C 0.64 -1.38 4.75
C 0.19 -0.82 3.57
N 0.90 -0.91 2.45
C -1.07 0.00 3.41
O -1.77 0.27 4.34
O -1.26 0.36 2.17
H 3.61 -2.51 3.53
H 2.25 -2.48 5.65
H 0.03 -1.29 5.64
S -2.43 3.83 0.32
C -3.19 2.77 -0.83
C -4.32 3.00 -1.61
C -4.71 2.01 -2.49
C -3.99 0.81 -2.58
C -2.88 0.58 -1.81
C -2.46 1.58 -0.93
N -1.35 1.54 -0.09
C -1.22 2.65 0.62
C -0.07 2.83 1.48
C 0.10 3.96 2.27
C 1.24 4.07 3.05
C 2.19 3.06 3.02
C 2.00 1.93 2.23
C 0.86 1.77 1.44
H -4.87 3.93 -1.52
H -5.57 2.17 -3.11
H -4.32 0.06 -3.28
H -2.34 -0.36 -1.86
H -0.65 4.73 2.28
H 1.38 4.94 3.68
H 3.09 3.15 3.61
H 2.78 1.18 2.22
C 0.31 -1.88 -4.80
C 0.84 -2.35 -3.43
C 2.38 -2.35 -3.43
C 0.31 -3.75 -3.11
C 0.40 -1.43 -2.38
C 0.08 -0.66 -1.50
H 0.71 -2.53 -5.58
H 0.62 -0.85 -5.00
H -0.78 -1.92 -4.83
H 2.74 -3.03 -4.21
H 2.76 -2.69 -2.47
H 2.77 -1.35 -3.63
H 0.64 -4.45 -3.89
H -0.78 -3.77 -3.07
H 0.70 -4.10 -2.15
S -3.59 -2.72 0.93
C -2.14 -2.15 0.81
N -1.03 -1.72 0.71
O 1.33 1.72 -1.24
H 1.96 1.25 -1.80
H 1.68 2.61 -1.11
*
```

Calculated values
highest occupied orbital energy = -0.429 Eh
largest force on an atom = 1.78 eV/A
LUMO energy = -0.1990 hartree
orbital gap = 0.230 hartree

These are the natural (NBO) partial charges, in e, on atoms 1 to 6: 2.089, -0.495, 0.770, -0.679, 0.084, -0.177

[5]
Below is a cluster of 2 separate species, C4H8O in total in a non-equilibrium geometry, with properties calculated with the ωB97M-V functional and the def2-TZVPD basis.

```
! RIJCOSX wB97M-V def2-TZVPD def2/J DEFGRID3
* xyz 0 1
C 1.52 0.40 0.03
C 0.20 0.28 -0.02
C -0.99 0.66 -0.78
C -1.04 0.48 0.74
H 2.05 0.39 0.97
H 2.07 0.66 -0.88
H -0.93 1.67 -1.18
H -1.56 -0.05 -1.37
H -1.01 1.35 1.39
H -1.67 -0.34 1.11
O 0.24 -1.92 -0.33
H 1.09 -1.40 -0.26
H 0.04 -2.17 0.57
*
```

Calculated values
highest occupied orbital energy = -0.332 Eh
largest force on an atom = 1.45 eV/A
LUMO energy = 0.0374 hartree
SMILES = C=C1CC1.O
orbital gap = 0.369 hartree

These are the natural (NBO) partial charges, in e, on atoms 1 to 6: -0.560, 0.102, -0.445, -0.455, 0.209, 0.213

[6]
Below is a cluster of 3 separate species, C21H39BrN2O6S in total in a non-equilibrium geometry, with properties calculated with the ωB97M-V functional and the def2-TZVPD basis.

```
! RIJCOSX wB97M-V def2-TZVPD def2/J DEFGRID3
* xyz 0 3
O -1.59 -8.95 -5.30
C -1.45 -8.38 -4.10
Br -0.93 -6.42 -4.06
C -1.68 -9.10 -2.64
O -0.41 -9.25 -1.86
C -0.90 -9.34 -0.46
O -1.92 -10.16 -0.14
O -0.24 -8.59 0.62
S -1.03 -7.12 0.96
H -2.37 -8.39 -2.01
H -2.11 -10.19 -2.77
H -2.32 -7.31 1.49
C 0.79 0.06 1.18
C 0.78 -1.50 1.17
C 2.17 -2.07 0.75
C 2.44 -2.13 -0.75
C 1.26 -2.72 -1.51
C -0.06 -1.97 -1.19
N -0.35 -1.95 0.29
O -0.71 -3.25 0.68
C 0.03 -0.53 -1.76
C -1.23 -2.61 -2.00
C 0.59 -1.88 2.68
H -0.11 0.48 0.70
H 0.78 0.48 2.19
H 1.67 0.47 0.67
H 2.27 -3.09 1.14
H 2.97 -1.49 1.23
H 2.69 -1.14 -1.13
H 3.33 -2.76 -0.93
H 1.46 -2.68 -2.58
H 1.16 -3.79 -1.26
H -0.88 0.04 -1.55
H 0.15 -0.56 -2.85
H 0.88 0.04 -1.38
H -1.37 -3.67 -1.79
H -1.05 -2.53 -3.08
H -2.18 -2.10 -1.79
H -0.39 -1.56 3.05
H 1.35 -1.40 3.30
H 0.69 -2.95 2.85
C -1.20 6.10 -0.83
C -1.32 5.17 0.41
C -1.42 5.99 1.73
C -0.10 6.49 2.31
C 0.95 5.38 2.33
C 1.14 4.73 0.94
N -0.17 4.21 0.39
O -0.52 3.08 1.14
C 1.77 5.78 -0.02
C 2.22 3.62 1.02
C -2.71 4.48 0.23
H -0.43 5.75 -1.53
H -2.12 6.12 -1.43
H -0.97 7.13 -0.56
H -1.90 5.38 2.50
H -2.08 6.86 1.58
H 0.27 7.35 1.75
H -0.26 6.84 3.33
H 1.90 5.79 2.69
H 0.66 4.62 3.07
H 1.91 5.36 -1.02
H 2.75 6.09 0.35
H 1.19 6.70 -0.12
H 1.97 2.84 1.75
H 3.18 4.03 1.33
H 2.37 3.14 0.05
H -2.73 3.83 -0.65
H -3.51 5.23 0.10
H -3.00 3.88 1.10
*
```

Calculated values
<S²> = 2.01
highest occupied orbital energy (alpha / beta) = -0.331 / -0.353 Eh
largest force on an atom = 9.38 eV/A
LUMO energy (alpha / beta) = -0.0308 / -0.0308 hartree
orbital gap (alpha / beta) = 0.301 / 0.323 hartree

These are the natural (NBO) partial charges, in e, on atoms 1 to 6: -0.486, 0.468, 0.002, -0.177, -0.511, 0.976

Q: Which of these has the highest largest force on an atom?
A: C21H39BrN2O6S